(1)
A molecular structure, C30H55B8F32N10Zn2 in a non-equilibrium geometry, computed with wB97M-V/def2-TZVPD.

```
137
C30H55B8F32N10Zn2 | the Open Molecules 2025 dataset | wB97M-V/def2-TZVPD
Zn 0.49874 -2.65985 -3.41637
Zn -3.61519 -2.41639 -0.14887
F 0.37176 -6.42859 -1.47591
F 2.08894 -2.42217 -2.26976
F -0.65417 0.49886 -1.65271
F 0.86708 -0.75166 -3.83707
F -0.28080 -1.61286 -1.76781
F -7.15054 -1.77608 -0.61650
F -5.45610 -3.16494 -0.95024
F -2.27933 -5.23231 1.70413
F 3.97492 -3.27970 -1.51296
F -2.44704 -4.95874 -2.59821
F -3.15936 -2.92976 -2.05745
F -4.39504 -2.79936 1.66754
F -2.21844 -0.89160 -0.89301
F -5.92295 -1.72794 -2.53248
F -1.51772 -5.32342 -0.38332
F 0.81538 -0.23149 -5.92073
F -3.13492 -0.92104 1.37914
F -0.57227 0.85405 -4.52881
F -3.61626 -1.88820 3.45425
F 3.99205 -1.57245 -3.01224
F -5.00458 -1.10523 -0.58317
F -5.26032 -0.77434 2.28572
F -1.36908 -3.12044 -3.25796
F -3.27578 -3.59057 -4.30854
F 3.42246 -1.16997 -0.90308
F 0.57958 -4.34498 -2.25529
F -0.36409 -6.04960 -3.48368
F 1.83962 -5.93783 -3.14508
F -1.82077 -3.34638 0.54854
F -0.20999 -0.64792 0.22289
F -0.85273 -1.38292 -5.01940
F -3.58467 -4.50842 -0.09457
N 2.59921 2.74689 -3.59147
N -3.23149 3.44339 -3.90595
N -0.82569 2.45175 2.35595
N 3.83469 3.84612 -5.18624
N 3.48634 -2.62209 2.44664
N 0.41950 -0.42030 6.73657
N -0.15598 -1.04253 4.66505
N 0.07642 2.57628 4.42856
N 2.43018 -4.52828 2.06783
N -3.97915 1.42316 -4.61434
C -3.15692 2.07653 -3.72810
C 2.15679 2.41750 -4.83649
C -4.17626 3.67820 -4.88482
C -2.46672 4.40844 -3.10786
C -1.32474 2.59865 4.50964
C -1.88302 2.42964 3.30258
C 2.79361 -4.56539 3.39584
C -0.88462 -0.05770 6.56092
C 1.08643 2.81427 5.40261
C 3.65469 3.67983 -3.82543
C 4.20235 -1.34110 2.24620
C -1.07045 4.72118 -3.65719
C 4.66092 4.93854 -5.65698
C 1.73380 4.20497 5.16448
C -1.29515 -0.50812 5.27957
C -0.25147 -1.60857 3.34927
C 1.63429 -5.49617 1.40252
C -0.98212 2.27291 0.87421
C -4.69734 2.39793 -5.30152
C 2.00101 2.31316 -2.30880
C 2.94127 -3.41270 1.50851
C 3.89922 6.22171 -6.01311
C 0.63208 -0.95814 9.23370
C 3.45577 -3.40672 3.63675
C 3.20038 -0.28102 1.90734
C 0.32498 2.42196 3.08604
C 2.99551 2.94890 -5.82118
C 1.24810 -0.26256 7.95441
C -4.07777 -0.03618 -4.75175
C 0.92180 -0.97078 5.56216
B -4.10900 -1.56433 2.18520
B 3.34905 -2.12498 -1.92833
B 0.04675 -0.33820 -4.83215
B 0.60822 -5.69816 -2.59799
B -2.64474 -3.66057 -3.07163
B -5.90356 -1.97652 -1.16082
B -2.34494 -4.60478 0.45877
B -0.83771 -0.67317 -0.98502
H 0.61819 -5.15203 1.20960
H -0.39192 -0.65668 9.45421
H -1.91035 1.73759 0.67438
H -1.76772 2.76691 5.48013
H -2.22460 -0.48119 4.73021
H 2.33750 4.47879 6.02973
H -0.59226 -2.61642 3.58633
H 2.64098 0.01028 2.79634
H 2.72713 -3.09812 0.49778
H 0.69236 -1.60912 2.80404
H 2.43304 -5.32439 4.07430
H -2.27206 3.86779 -2.18163
H -3.90465 -0.25117 -5.80623
H -0.97590 -1.05970 2.74757
H -0.30814 5.28695 -3.12158
H 1.01688 5.01675 5.04140
H 5.03452 -1.49561 1.55938
H -0.97624 3.25993 0.41176
H -2.42022 1.57541 -3.11772
H 2.91898 2.93422 -6.89836
H 1.44519 -6.30666 2.10641
H 5.48478 5.10496 -4.96295
H 1.12093 2.91457 -2.08108
H -1.19666 5.23008 -4.61280
H 2.19643 -0.78106 7.81329
H 3.85016 -2.95390 4.53442
H 1.76066 1.96216 5.31642
H 1.65815 1.28781 -2.44741
H 2.34641 4.29945 4.26789
H 3.16410 6.02603 -6.79376
H 2.16024 -5.84671 0.51448
H 0.56233 2.75042 6.35620
H -5.08375 -0.37567 -4.50510
H 2.44146 -0.63959 1.21195
H -0.15040 1.78210 0.36879
H 4.54611 7.01022 -6.39769
H 2.79478 2.32462 -1.56187
H 1.36223 0.78071 8.24878
H -1.37747 0.37374 7.41962
H -3.03730 5.29670 -2.83669
H 4.78667 -1.12610 3.14087
H -4.34690 4.65797 -5.30592
H 1.17266 -0.55224 10.08875
H 1.86576 -1.47949 5.43352
H 3.71789 0.55504 1.43693
H 1.31010 1.75550 -4.94271
H 3.33509 6.60356 -5.16221
H -3.39739 -0.63344 -4.14474
H 0.64748 -2.04803 9.23442
H -0.62747 3.82192 -4.08521
H -2.89183 2.30932 2.93622
H 1.30818 2.42244 2.63914
H 4.20075 4.31866 -3.14712
H -5.36625 2.18025 -6.12102
H 5.17846 4.52609 -6.52309
```

Its frontier orbital gap is 6.8347 eV. Its net charge is +1. As for the spin multiplicity: 1. The total energy comes out at -236150.069 eV. The LUMO energy is -3.68 eV. The molecular weight is 1381.1 g mol⁻¹. As for the HOMO energy: -0.38645 hartree.

---

(2)
4 unconnected molecules or ions with the total composition C30H55BF3N2O7S3 in a non-equilibrium geometry, computed with wB97M-V/def2-TZVPD.

```
101
C30H55BF3N2O7S3 | the Open Molecules 2025 dataset | wB97M-V/def2-TZVPD
S 1.03091 -0.19761 8.05394
S -1.03221 -3.91908 5.10888
S 4.30534 -0.44462 -3.89824
F -0.33452 -3.53710 -3.50215
F 1.17636 -4.01351 -5.00031
F 1.75285 -3.67092 -2.95304
O 0.94256 -0.82224 4.05631
O -0.10859 -1.10748 -4.30258
O -2.24166 -3.31792 4.49164
O -0.02414 0.55086 8.78689
O 3.35666 0.31198 -3.04836
O -0.32359 2.87458 -3.03066
O -1.55198 2.09926 -1.17119
N 1.79966 -1.15629 1.95691
N -3.06967 2.96258 -5.48309
C 5.76641 -0.75932 -2.89951
C 0.88986 -3.24279 -3.92155
C -3.76451 0.10839 -2.04502
C 1.94315 -2.51985 1.44726
C 1.60124 2.26778 0.31877
C -0.68411 -1.44747 2.44228
C -1.44228 -5.63396 5.46169
C 0.71786 -1.10702 2.90523
C 1.60037 -0.21792 0.84506
C 2.51886 -0.11962 9.06169
C -1.27513 0.97208 -4.24815
C -1.98604 3.37216 -4.56513
C 1.13708 1.17116 1.27734
C -3.74385 1.61121 -2.23895
C -0.32168 4.45421 -1.05785
C 1.13163 -1.75796 -4.21189
C 1.62593 0.85675 6.73251
C -1.52392 2.32019 -3.54787
C -2.76100 -2.00889 -1.43600
C -4.93029 -0.58911 -2.37245
C -0.98119 -3.34569 6.80135
C -2.39450 2.32523 -2.26083
C -5.01279 -1.96677 -2.23649
C -0.79540 4.70787 0.33264
C -2.68962 -0.62595 -1.55520
C -3.91786 -2.69142 -1.78206
C -1.98148 4.30686 0.88108
C 5.08154 0.73942 -5.00543
C 1.07411 2.07646 -1.11584
C -0.13373 0.18144 -3.66025
B -0.31679 2.83667 -1.48978
H -5.78826 -0.03051 -2.73166
H -0.18012 -3.86029 7.33312
H -3.51717 2.10134 -5.21518
H -0.29301 0.01093 -2.59488
H -1.97482 3.68754 1.77737
H -1.78716 -0.11502 -1.25528
H 2.54505 -0.11603 0.30297
H 2.48073 0.38530 6.24878
H -0.99950 -2.33579 2.98892
H 5.87762 0.24599 -5.56380
H -0.63353 -6.09030 6.03325
H -1.93674 -3.51675 7.29698
H -1.00612 1.19822 -5.28733
H -4.19308 1.80657 -3.21893
H -0.87832 5.00475 -1.83058
H -3.98229 -3.76893 -1.70344
H 0.04792 1.18697 1.39384
H 1.38232 3.25048 0.74084
H 6.54229 -1.20638 -3.52169
H 4.31851 1.09860 -5.69281
H -0.69399 -1.63369 1.36931
H 1.89950 1.82908 7.14348
H 1.71995 -1.33363 -3.39900
H -2.68249 3.39163 -2.20321
H -1.55572 -6.14994 4.51073
H 0.82252 0.96874 6.00820
H -4.40821 2.09136 -1.51765
H 2.72723 0.91858 9.32050
H 1.41225 -2.67758 0.49865
H 2.69916 2.19452 0.29383
H 1.65633 -1.68536 -5.16836
H -1.12058 3.66757 -5.15873
H 3.35290 -0.55105 8.50805
H -1.32338 -0.60449 2.69323
H 0.81281 0.70972 -3.76686
H 1.55957 -3.25770 2.15470
H 0.88214 -0.60992 0.10902
H 5.48363 -1.45280 -2.11031
H -2.78376 2.93744 -6.44698
H 1.84770 2.41085 -1.81041
H -1.90672 -2.56684 -1.07220
H 5.47773 1.57303 -4.42566
H -2.18619 0.37101 -4.30550
H -2.37743 -5.67606 6.02017
H -2.96347 4.56706 0.49460
H 6.11545 0.17650 -2.46293
H 2.99307 -2.75378 1.26090
H 2.34042 -0.69751 9.96621
H -0.76406 -2.28075 6.76094
H 1.53898 1.39002 2.27345
H -0.12385 5.29599 0.96529
H 0.95989 1.00328 -1.27839
H 0.71160 4.81460 -1.13049
H -5.94034 -2.46491 -2.49169
H -2.31680 4.26176 -4.02497
```

Its frontier orbital gap is 5.8733 eV. Its net charge is -1. As for the spin multiplicity: 1. The total energy comes out at -90647.845 eV. The LUMO energy is 1.89 eV. The molecular weight is 719.8 g mol⁻¹. As for the HOMO energy: -0.14627 hartree.

---

(3)
A molecular structure, C30H55CdN4O2P2 in a non-equilibrium geometry, computed with wB97M-V/def2-TZVPD.

```
94
C30H55CdN4O2P2 | the Open Molecules 2025 dataset | wB97M-V/def2-TZVPD
Cd 0.79488 -0.02900 -0.06705
P -0.03286 -2.55718 -0.02287
P 0.70961 2.45219 0.70741
O 1.92955 -0.95282 -3.23582
O 3.16222 -0.05732 0.33991
N -1.24463 0.55273 -1.10284
N 4.88700 -0.84315 -0.97244
N -0.51401 0.00860 1.87302
N 5.12322 -0.69513 1.31763
C -1.73543 -3.12476 -0.73735
C -1.00970 3.95377 -0.94467
C -3.80316 2.26359 -2.43473
C 1.15883 5.05321 -0.43404
C 2.60733 -3.45601 0.38699
C -0.74771 -1.23683 2.41853
C 2.02232 1.84585 3.11114
C 1.96869 2.94231 2.03002
C 1.42210 -0.91160 -2.20416
C 3.35792 3.03231 1.38159
C -0.86958 2.43147 1.68432
C 1.24987 -3.99633 -0.09227
C -1.30905 -1.30127 3.72329
C 0.48591 3.70584 -0.70744
C 0.91408 -5.18848 0.81061
C -2.28298 0.45828 -1.63589
C -2.85283 -2.32303 -0.05947
C -4.69454 -0.03551 -2.10985
C 1.09632 3.07954 -1.97718
C -0.48592 -2.40924 1.66608
C -1.70601 -2.82608 -2.24081
C 1.38861 -4.44051 -1.56060
C 4.34604 -0.50493 0.22853
C -3.46941 0.77709 -2.52838
C 1.60065 4.27890 2.68973
C -3.11211 0.48768 -3.98465
C -1.05392 1.10142 2.42918
C -1.85091 -0.17195 4.30553
C -1.78210 1.04666 3.61823
C -2.01848 -4.60182 -0.45884
H -0.55622 -3.35277 2.21936
H 2.15218 2.81066 -1.83573
H -1.60068 -1.75042 -2.42218
H -5.53042 0.21310 -2.77747
H -2.32605 -0.21964 5.28228
H 2.55762 -3.10225 1.42681
H 3.65360 2.06046 0.96848
H 0.71283 5.56800 0.42495
H -1.32145 -2.28125 4.20185
H 0.92449 -4.91049 1.87127
H -3.82560 -2.59222 -0.49987
H -0.93961 3.27811 2.38049
H 4.41858 -0.51029 -1.80922
H 1.81168 5.13585 2.03962
H 5.88357 -1.01640 -1.02544
H -4.50835 -1.11552 -2.18104
H -4.98903 0.21362 -1.08192
H -1.49159 4.43432 -0.08140
H 1.60769 -3.59479 -2.22580
H 2.21642 4.39419 3.59513
H 2.98103 -2.64299 -0.24522
H 0.49436 -4.95546 -1.93284
H 0.55127 4.32627 3.00300
H -2.65217 -3.15820 -2.69487
H -1.53706 3.02090 -1.17850
H 1.00093 5.69674 -1.31388
H -0.88672 -3.34633 -2.75112
H 3.41327 3.77822 0.58150
H -2.71060 -1.24904 -0.19246
H -2.97577 2.86949 -2.82351
H -1.32474 -5.28395 -0.96343
H 2.82131 2.10119 3.82427
H -4.68333 2.44807 -3.06211
H -2.24369 1.95960 3.99481
H 6.00456 -1.18595 1.24196
H 1.08472 1.77294 3.67358
H 0.54603 2.18317 -2.28938
H 3.34706 -4.27437 0.34588
H 2.24205 4.96841 -0.29340
H -1.70544 2.53988 0.97641
H 2.22941 -5.14787 -1.63199
H -2.01859 -4.81113 0.61952
H 1.03739 3.81322 -2.79446
H 4.08641 3.31382 2.15696
H -4.00066 0.69940 -4.59345
H -4.03140 2.56852 -1.40698
H -2.30340 1.15569 -4.31083
H 1.69889 -5.94889 0.66290
H -2.89763 -2.52883 1.01593
H -3.02993 -4.83787 -0.82969
H 4.68165 -0.59062 2.22134
H -2.80770 -0.55379 -4.14694
H 2.25961 0.86529 2.68043
H -1.12772 4.62981 -1.80688
H -0.04288 -5.66605 0.58286
```

Its frontier orbital gap is 5.6853 eV. Its net charge is +1. As for the spin multiplicity: 1. The total energy comes out at -65195.632 eV. The LUMO energy is -2.52 eV. The molecular weight is 678.2 g mol⁻¹. As for the HOMO energy: -0.30167 hartree.

---

(4)
8 unconnected molecules or ions with the total composition C30H55F18N10P3 in a non-equilibrium geometry, computed with wB97M-V/def2-TZVPD.

```
116
C30H55F18N10P3 | the Open Molecules 2025 dataset | wB97M-V/def2-TZVPD
P -0.59571 -2.65942 6.86970
P 1.19092 1.05335 -0.21398
P -4.73237 6.22941 3.56536
F 2.28577 1.80684 0.71905
F -5.76086 5.45930 2.55378
F -6.06895 6.98945 4.15512
F -1.18895 -3.09961 8.28593
F -4.74067 5.05306 4.70092
F 0.59574 -1.86420 7.59294
F 0.79171 -0.00297 0.98966
F 2.32625 -0.09498 -0.69829
F 0.12343 -2.25329 5.42271
F 0.19565 2.21717 0.24925
F 0.04429 0.11446 -1.10033
F 1.51212 1.86361 -1.49489
F 0.46744 -3.99250 6.92161
F -3.71680 7.05317 4.51907
F -1.77850 -3.46740 6.05883
F -4.78474 7.29144 2.43548
F -1.40314 -1.25142 6.69338
F -3.64815 5.40675 2.64059
N 4.75710 2.10960 5.73071
N -0.55138 -7.30945 2.22987
N -2.49074 6.70332 -3.07386
N 0.48762 -6.13037 0.58448
N -5.12488 -1.48381 0.96418
N 3.04986 -2.94265 -9.27438
N 3.59692 -1.67681 -7.55402
N -5.79851 -3.28015 -0.15827
N 3.42870 3.94935 5.70730
N -1.16001 7.46533 -1.45047
C -5.05942 -0.18354 1.46135
C 0.29751 -6.24776 1.93301
C -3.06909 5.82137 -3.99752
C 4.03824 -2.69343 -8.39261
C 5.41987 3.11315 6.35985
C -4.38274 -2.58926 1.36281
C -2.44234 8.03682 -3.29673
C -0.91744 -7.78455 3.55758
C -5.83414 -5.20876 -1.89762
C -1.76710 6.37542 -1.97836
C 4.68502 4.28349 6.25456
C -6.02784 -1.92984 0.08704
C 2.32130 4.79459 5.34201
C 2.50280 -1.11832 -8.17189
C 1.41223 -5.15211 -0.00467
C -0.14243 7.39727 -0.43915
C -0.80557 -7.87715 0.96897
C -0.24595 -7.14233 0.00692
C 2.07851 -5.53960 -1.30914
C 4.22793 -1.33931 -6.35896
C 5.36841 0.40056 4.08513
C 3.51370 2.60509 5.39561
C -4.76122 -3.64569 0.68357
C -1.48879 8.49181 -2.30269
C 3.01024 -4.05095 -10.17166
C -6.61733 -4.22435 -1.02069
C 0.04827 8.70708 0.34235
C 2.20121 -1.85514 -9.32595
C 5.24225 0.70932 5.60584
C 5.75570 -0.97702 -6.53008
H -3.30219 4.94328 -3.39525
H 1.33042 -5.28874 -2.06117
H 2.07037 -0.26283 -7.67434
H 2.04837 -4.56216 -10.13221
H 5.85083 -0.17070 -7.25733
H -1.68530 -8.54626 3.42229
H 2.44028 5.83310 5.65095
H -5.60978 -6.06910 -1.26708
H 4.35499 0.33070 3.68991
H -0.01326 -8.22122 3.98172
H -2.23505 5.52664 -4.63439
H -1.67916 5.38385 -1.55947
H -4.55004 -0.16962 2.42490
H -0.41829 -7.15566 -1.05916
H -6.80253 -1.31072 -0.34067
H 1.38621 -1.82566 -10.03398
H -4.33994 -4.61148 0.44661
H 3.64478 -0.50691 -5.96507
H 0.37933 9.50389 -0.32368
H 0.69392 -4.34188 -0.12989
H 0.79556 -5.68604 2.70943
H -1.42945 -8.75774 0.92711
H -7.36503 -4.69728 -0.38400
H -1.18935 -6.91460 4.15535
H -3.93510 6.26605 -4.48780
H 3.33552 -3.78724 -11.17802
H 4.82583 5.26830 6.67496
H 2.33037 4.57136 4.27515
H -7.02636 -3.63431 -1.84084
H 6.23677 -0.70545 -5.59043
H 3.65726 -4.77941 -9.68299
H 2.20214 -4.87817 0.69468
H -4.46975 0.45886 0.80735
H -2.83959 8.53018 -4.17148
H -4.86602 -4.83758 -2.23388
H 5.73454 -0.59899 3.85071
H -1.04973 9.47001 -2.17325
H 1.29896 4.51370 5.59504
H -0.92475 9.03614 0.70711
H 4.55686 0.02829 6.11037
H 2.27931 -6.61094 -1.30721
H 6.21013 0.61120 6.09748
H 4.87744 -3.35498 -8.23601
H 0.70612 8.48207 1.18180
H -6.47239 -5.56662 -2.70549
H 6.29933 -1.86193 -6.86103
H 2.99722 -5.01577 -1.57311
H 6.41196 2.96593 6.76047
H 5.89017 1.17188 3.51862
H 0.70860 7.20647 -1.09294
H -6.08455 0.18214 1.40225
H -3.58025 -2.47910 2.07713
H -0.37649 6.57407 0.23588
H 4.04927 -2.16826 -5.67410
H 2.77057 2.08578 4.80869
```

Its frontier orbital gap is 7.1039 eV. Its net charge is +2. As for the spin multiplicity: 1. The total energy comes out at -123682.105 eV. The LUMO energy is -4.65 eV. The molecular weight is 990.7 g mol⁻¹. As for the HOMO energy: -0.43191 hartree. As for the energy relative to the best compared isomer or geometry (same formula, charge and spin): 704.7 kJ/mol.